A structure of composition C5H7NO, computed with wB97M-V/def2-TZVPD.

Positions of all 14 atoms, in Å:
C -0.999 -0.952 0.025
C -1.163 0.505 -0.426
O -0.654 1.381 0.614
C 0.654 1.167 0.023
C 1.248 -0.138 0.570
N 0.452 -1.244 -0.007
C 0.066 0.705 -1.298
H -1.417 -1.090 1.031
H -1.494 -1.655 -0.654
H -2.162 0.778 -0.786
H 1.310 2.044 0.068
H 2.287 -0.280 0.252
H 1.216 -0.145 1.668
H 0.687 -1.221 -1.011

Gap between HOMO and LUMO = 8.145 eV
Energy = -324.52364 Eh
2S+1 = 1
LUMO energy = -0.5 eV
E_HOMO = -0.3179 Eh
ΔE to the lowest compared entry with this formula, charge and spin = 5.465 eV
Charge = 0
Strongest force on any atom = 0.67 eV/Å